Entry 1:
{
  "formula": "C32H35O4PPt",
  "method": "ωB97M-V/def2-TZVPD",
  "symbols": ["Pt", "C", "O", "C", "C", "C", "C", "C", "C", "O", "C", "O", "C", "H", "H", "H", "H", "H", "H", "H", "H", "H", "C", "C", "C", "C", "C", "C", "C", "P", "C", "C", "C", "C", "C", "C", "C", "C", "C", "C", "C", "C", "C", "C", "H", "H", "H", "H", "H", "H", "H", "H", "H", "H", "H", "H", "H", "H", "H", "H", "H", "H", "H", "H", "C", "C", "O", "H", "H", "H", "H", "H", "H"],
  "positions_angstrom": [[0.923, -0.701, -0.109], [2.222, 6.298, -0.546], [3.427, 5.658, -0.184], [3.456, 4.303, -0.259], [4.713, 3.724, 0.070], [4.842, 2.375, 0.046], [3.777, 1.495, -0.311], [3.946, 0.085, -0.263], [5.235, -0.556, 0.197], [3.055, -0.757, -0.574], [2.508, 2.091, -0.681], [1.501, 1.434, -1.041], [2.395, 3.525, -0.612], [2.421, 7.367, -0.500], [1.416, 6.043, 0.148], [1.920, 6.024, -1.561], [5.534, 4.374, 0.336], [5.806, 1.961, 0.304], [6.107, 0.088, 0.192], [5.421, -1.422, -0.436], [5.079, -0.923, 1.213], [1.427, 3.928, -0.873], [-2.393, -3.459, 0.986], [-3.219, -2.643, 0.041], [-4.442, -3.167, -0.370], [-5.257, -2.499, -1.268], [-4.859, -1.273, -1.768], [-3.654, -0.726, -1.360], [-2.829, -1.389, -0.453], [-1.283, -0.566, 0.090], [-1.458, 1.090, -0.680], [-1.873, 2.189, 0.061], [-1.983, 3.441, -0.528], [-1.690, 3.593, -1.873], [-1.274, 2.497, -2.614], [-1.142, 1.244, -2.035], [-0.652, 0.088, -2.857], [-1.536, -0.300, 1.854], [-2.763, -0.097, 2.484], [-2.812, 0.011, 3.859], [-1.637, -0.105, 4.603], [-0.425, -0.314, 3.975], [-0.365, -0.417, 2.584], [0.930, -0.670, 1.872], [-3.029, -4.146, 1.542], [-1.841, -2.856, 1.704], [-1.675, -4.053, 0.429], [-4.755, -4.123, 0.028], [-6.201, -2.935, -1.569], [-5.480, -0.732, -2.469], [-3.368, 0.244, -1.741], [-2.101, 2.080, 1.113], [-2.302, 4.288, 0.065], [-1.775, 4.563, -2.347], [-1.028, 2.619, -3.662], [-0.551, 0.374, -3.903], [-1.324, -0.773, -2.808], [0.342, -0.236, -2.519], [-3.669, -0.019, 1.894], [-3.757, 0.182, 4.356], [-1.676, -0.044, 5.683], [0.483, -0.412, 4.557], [1.372, -1.618, 2.205], [1.632, 0.144, 2.115], [1.188, -5.982, -0.652], [0.741, -4.537, -0.498], [1.816, -3.628, -0.463], [0.341, -6.662, -0.552], [1.923, -6.231, 0.113], [1.637, -6.152, -1.631], [0.236, -4.394, 0.455], [0.032, -4.268, -1.295], [2.275, -3.634, -1.309]],
  "lowdin_charge": [0.920, -0.087, -0.076, -0.285, -0.023, -0.039, -0.102, -0.381, -0.003, -0.153, -0.351, -0.107, 0.052, 0.090, 0.095, 0.094, 0.110, 0.096, 0.059, 0.087, 0.095, 0.100, -0.033, -0.259, -0.046, -0.074, -0.073, -0.080, -0.269, 0.969, -0.326, -0.062, -0.079, -0.080, -0.043, -0.321, -0.055, -0.345, -0.082, -0.078, -0.072, -0.035, -0.301, -0.268, 0.087, 0.072, 0.055, 0.111, 0.105, 0.106, 0.100, 0.098, 0.101, 0.102, 0.113, 0.086, 0.072, 0.056, 0.117, 0.102, 0.103, 0.117, 0.074, 0.080, -0.081, -0.352, -0.115, 0.072, 0.076, 0.072, 0.089, 0.113, 0.085]
}

---

Entry 2:
{
  "formula": "C4H9NO2",
  "method": "ωB97M-V/def2-TZVPD",
  "e_above_lowest_kcal_mol": 13.5,
  "symbols": ["C", "C", "O", "C", "C", "N", "O", "H", "H", "H", "H", "H", "H", "H", "H", "H"],
  "positions_angstrom": [[-2.167, -0.088, -0.603], [-0.708, 0.180, -0.957], [-0.348, 1.495, -0.585], [0.173, -0.817, -0.185], [1.687, -0.535, -0.112], [2.110, 0.602, 0.568], [2.506, -1.271, -0.622], [-2.308, -0.054, 0.484], [-2.457, -1.087, -0.951], [-2.841, 0.642, -1.060], [-0.590, 0.054, -2.048], [0.624, 1.491, -0.601], [-0.207, -0.824, 0.843], [0.042, -1.819, -0.607], [3.109, 0.626, 0.747], [1.541, 1.053, 1.270]],
  "nbo_charge": [-0.619, 0.106, -0.727, -0.528, 0.671, -0.862, -0.589, 0.206, 0.213, 0.224, 0.164, 0.475, 0.216, 0.242, 0.407, 0.400]
}

---

Entry 3:
{
  "formula": "C17H31BINO5",
  "method": "ωB97M-V/def2-TZVPD",
  "symbols": ["C", "C", "C", "I", "C", "C", "N", "C", "C", "O", "C", "O", "C", "C", "C", "C", "C", "C", "O", "C", "C", "O", "B", "C", "O", "H", "H", "H", "H", "H", "H", "H", "H", "H", "H", "H", "H", "H", "H", "H", "H", "H", "H", "H", "H", "H", "H", "H", "H", "H", "H", "H", "H", "H", "H", "H"],
  "positions_angstrom": [[-3.517, 1.920, -0.029], [-2.516, 0.759, -0.200], [-1.624, 0.942, -1.451], [-2.553, -0.120, -3.080], [-0.113, 0.647, -1.260], [0.554, 1.425, -2.432], [2.019, 1.451, -2.354], [2.610, 2.782, -2.121], [0.483, 1.336, -0.025], [1.577, 0.585, 0.474], [1.622, -0.596, -0.225], [2.567, -1.271, -0.107], [0.370, -0.831, -1.093], [-0.517, -1.710, -0.171], [0.157, -2.986, 0.355], [0.638, -2.939, 1.815], [-0.426, -2.457, 2.845], [0.060, -1.208, 3.591], [-0.981, -0.176, 3.619], [-0.477, 0.996, 4.041], [-1.052, 2.271, 3.465], [0.349, 1.079, 4.853], [0.831, -1.585, -2.443], [2.268, -1.512, -3.087], [-0.107, -2.396, -3.054], [-4.315, 1.864, -0.766], [-3.924, 1.918, 0.977], [-2.959, 2.850, -0.156], [-1.969, 0.646, 0.732], [-3.125, -0.132, -0.340], [-1.692, 1.993, -1.719], [0.196, 2.455, -2.488], [0.283, 0.967, -3.391], [2.442, 1.090, -3.195], [1.928, 3.487, -1.657], [3.440, 2.659, -1.418], [3.067, 3.175, -3.031], [0.684, 2.391, -0.206], [-0.189, 1.397, 0.837], [-0.886, -1.084, 0.642], [-1.397, -2.009, -0.742], [0.989, -3.334, -0.259], [-0.597, -3.774, 0.312], [1.574, -2.398, 1.925], [0.886, -3.969, 2.081], [-0.574, -3.252, 3.568], [-1.357, -2.260, 2.320], [0.335, -1.484, 4.605], [0.941, -0.754, 3.142], [-0.455, 2.612, 2.625], [-2.095, 2.148, 3.175], [-0.946, 3.033, 4.225], [2.976, -0.902, -2.540], [2.685, -2.521, -3.137], [2.189, -1.149, -4.119], [-0.360, -2.070, -3.928]],
  "nbo_charge": [-0.602, -0.455, -0.266, 0.093, -0.054, -0.225, -0.653, -0.417, -0.083, -0.509, 0.861, -0.576, -0.589, -0.400, -0.395, -0.397, -0.438, -0.071, -0.531, 0.802, -0.720, -0.573, 1.203, -1.075, -0.958, 0.215, 0.216, 0.192, 0.220, 0.218, 0.214, 0.189, 0.200, 0.373, 0.187, 0.203, 0.186, 0.187, 0.179, 0.211, 0.229, 0.224, 0.206, 0.215, 0.207, 0.213, 0.216, 0.195, 0.190, 0.231, 0.223, 0.241, 0.252, 0.259, 0.227, 0.510]
}

---

Entry 4:
{
  "formula": "C7H12N",
  "method": "ωB97M-V/def2-TZVPD",
  "total_charge": 1,
  "e_above_lowest_kcal_mol": 111.9,
  "symbols": ["C", "C", "C", "C", "C", "C", "C", "N", "H", "H", "H", "H", "H", "H", "H", "H", "H", "H", "H", "H"],
  "positions_angstrom": [[-2.309, 0.028, 0.396], [-3.424, -0.448, -0.276], [-1.597, 1.156, -0.035], [2.014, -0.048, 0.073], [-4.501, -0.463, -0.941], [3.406, -0.138, -0.517], [1.820, -0.714, 1.468], [1.147, 0.777, -0.332], [-1.910, -0.552, 1.233], [-1.979, 1.600, -0.906], [-0.696, 1.587, 0.291], [-5.445, 0.240, -0.839], [-4.687, -1.253, -1.737], [1.370, 1.184, -1.147], [3.915, 0.920, -0.510], [3.362, -0.246, -1.557], [3.991, -0.857, 0.022], [2.274, -1.706, 1.258], [0.783, -0.794, 1.805], [2.466, -0.273, 2.252]],
  "nbo_charge": [-0.414, 0.375, 0.052, 0.386, -0.481, -0.704, -0.674, -0.687, 0.266, 0.194, 0.271, 0.339, 0.317, 0.338, 0.252, 0.241, 0.236, 0.226, 0.216, 0.251]
}

---

Sequential F_max output: 1.41, 0.65, 4.24, 4.43 eV/Å
Sequential energy output: -2001.98523, -363.06406, -1419.89008, -328.25050 Ha